The following is a quantum chemistry calculation of C2H7N3S2 in the gas phase in a non-equilibrium geometry, from the OMol25 dataset.

```
14
C2H7N3S2, DFT the ωB97M-V functional and the def2-TZVPD basis
C -1.3120 -1.1843 0.3298
N -0.8385 -0.0601 -0.3806
C 0.4345 0.4237 -0.4823
N 1.4733 -0.3047 -0.5604
S 1.3768 -1.9922 -0.7802
N 0.5879 1.8496 -0.4833
S -0.2467 2.8858 0.5960
H -2.0270 -0.7965 1.0617
H -1.8248 -1.8892 -0.3220
H -0.6116 -1.7814 0.8735
H -1.4940 0.6618 -0.5232
H 2.6638 -2.2383 -0.5371
H 1.6049 2.0860 -0.5612
H 0.2133 2.3397 1.7694
```

Properties
energy above the lowest of the compared OMol25 structures with the same formula, charge and spin	56.31	kJ/mol
SMILES string	CN/C(=N\S)NS
maximum force	2.1	eV/Å
frontier orbital gap	8.66	eV
LUMO level	0.68	eV

Here is what natural (NBO) gives for the atomic charges, in e:
1 C -0.42
2 N -0.63
3 C 0.56
4 N -0.69
5 S 0.15
6 N -0.78
7 S 0.18
8 H 0.19
9 H 0.20
10 H 0.23
11 H 0.39
12 H 0.12
13 H 0.41
14 H 0.09

The following is a quantum chemistry calculation of C4H10N2O3 in the gas phase, from the OMol25 dataset.

```
19
C4H10N2O3, DFT the ωB97M-V functional and the def2-TZVPD basis
C 0.4443 2.2121 -0.7052
C -0.3175 0.9582 -0.2976
O -1.5590 1.4095 0.3426
O -0.5329 0.0489 -1.2795
H -2.2049 0.7332 0.0934
H 0.5838 2.8800 0.1464
H -0.1310 2.7278 -1.4726
H 1.4206 1.9433 -1.1117
C 0.2429 -1.2550 0.0197
N -0.5857 -2.1290 0.6121
N 1.2712 -1.7399 -0.7326
C 0.4262 0.0766 0.7722
O -0.1901 0.0550 2.0322
H -1.1377 0.2105 1.8320
H -1.3716 -1.7507 1.1239
H -0.5869 -3.0999 0.3423
H 1.0679 -2.5706 -1.2733
H 1.6710 -1.0180 -1.3198
H 1.4893 0.3082 0.8755
```

Properties
energy above the lowest of the compared OMol25 structures with the same formula, charge and spin	196.34	kJ/mol
maximum force	1.0	eV/Å
frontier orbital gap	9.19	eV
LUMO level	0.52	eV

Here is what natural (NBO) gives for the atomic charges, in e:
1 C -0.64
2 C 0.49
3 O -0.77
4 O -0.78
5 H 0.47
6 H 0.21
7 H 0.23
8 H 0.20
9 C 0.60
10 N -0.77
11 N -0.79
12 C -0.02
13 O -0.70
14 H 0.47
15 H 0.41
16 H 0.40
17 H 0.38
18 H 0.41
19 H 0.19

Q: Number 1 is which compound?
A: C2H7N3S2

Q: Look up the energy above the lowest of the compared OMol25 structures with the same formula, charge and spin of the second one.
A: 196.34 kJ/mol

Q: Which of these has the lowest energy above the lowest of the compared OMol25 structures with the same formula, charge and spin?
A: C2H7N3S2

Q: Look up the maximum force of the first one.
A: 2.1 eV/Å